A cluster of 11 separate species, C20H62O21 in total, computed with wB97M-V/def2-TZVPD.

CARTESIAN COORDINATES (ANGSTROEM)
1 O -6.26800 -1.66984 -1.75902
2 C -4.94385 -1.88812 -1.38361
3 C -4.16773 -0.65410 -1.87953
4 O -2.78705 -0.94083 -1.44787
5 H -6.41930 -1.80862 -2.71395
6 H -4.85932 -2.05048 -0.24729
7 H -4.53390 -2.76434 -1.94637
8 H -4.66448 0.21724 -1.43997
9 H -4.20322 -0.56284 -2.97654
10 H -2.71824 -1.12702 -0.52966
11 O 3.29321 0.18781 -0.84530
12 C 3.11771 -0.95116 -0.05569
13 C 4.45125 -1.23902 0.71049
14 O 4.23706 -2.15575 1.77149
15 H 3.64408 0.85510 -0.28232
16 H 2.47124 -0.67944 0.73447
17 H 2.82783 -1.79700 -0.58823
18 H 4.93414 -0.34031 1.04314
19 H 5.17641 -1.71171 -0.04411
20 H 4.94109 -2.15572 2.35517
21 O -2.06367 -3.71358 -0.70045
22 C -0.74683 -4.16327 -1.04137
23 C 0.34453 -3.02446 -1.14848
24 O -0.23613 -1.95369 -1.78961
25 H -2.75823 -4.38282 -0.68634
26 H -0.42176 -4.74584 -0.14916
27 H -0.73713 -4.74498 -1.91299
28 H 1.04067 -3.40403 -1.77904
29 H 0.77963 -2.74561 -0.20190
30 H -1.14750 -1.97685 -1.54292
31 O -4.08891 -0.43113 1.69326
32 C -4.80555 -1.27713 2.50963
33 C -6.30787 -1.33010 2.37732
34 O -6.71851 -2.65982 2.62058
35 H -3.14755 -0.74772 1.83592
36 H -4.41911 -2.22650 2.33385
37 H -4.64042 -1.02469 3.54874
38 H -6.57713 -1.03188 1.36347
39 H -6.90940 -0.58988 3.02747
40 H -6.33503 -3.18604 1.87284
41 O -2.13292 -0.47646 -5.46905
42 C -1.29937 0.17130 -4.50955
43 C 0.07387 -0.57503 -4.63600
44 O 0.88024 -0.14795 -3.62734
45 H -1.77689 -0.24662 -6.29859
46 H -1.22967 1.21625 -4.87163
47 H -1.80596 0.16083 -3.55502
48 H 0.42938 -0.48569 -5.63110
49 H -0.16736 -1.58484 -4.38274
50 H 0.54800 -0.55729 -2.87533
51 O 5.68139 2.03702 0.26030
52 C 5.28004 3.35140 0.29560
53 C 4.22137 3.38928 -0.81435
54 O 2.97331 3.04139 -0.24521
55 H 5.74800 1.75993 1.17037
56 H 4.81497 3.50416 1.26206
57 H 6.10317 4.11567 0.08136
58 H 4.42375 2.81671 -1.69645
59 H 4.04647 4.39228 -1.18508
60 H 2.38641 2.72803 -0.96103
61 O 0.79613 1.95046 -1.71346
62 C 0.30726 1.28844 -0.63012
63 C -1.15186 1.80085 -0.26708
64 O -1.57992 1.24529 0.94071
65 H 0.59409 1.57413 -2.56604
66 H 0.32845 0.18027 -0.71784
67 H 1.10376 1.37128 0.16688
68 H -1.77254 1.50330 -1.07168
69 H -1.13621 2.88547 -0.08185
70 H -1.58578 0.26172 0.83632
71 O -1.37426 -0.08095 7.20780
72 C -1.48622 0.24841 5.91110
73 C -1.36117 -1.02511 5.07029
74 O -1.56626 -0.79636 3.66902
75 H -0.50737 -0.40271 7.37682
76 H -2.47746 0.67635 5.91333
77 H -0.78735 1.02307 5.60436
78 H -2.04150 -1.85157 5.37426
79 H -0.35455 -1.37068 5.16204
80 H -0.99147 -0.00889 3.45944
81 O 3.06967 0.67285 4.04801
82 C 1.80630 1.17168 4.39184
83 C 1.06093 1.13308 3.07115
84 O -0.17949 1.72644 3.27374
85 H 2.99805 -0.31544 3.88193
86 H 1.36301 0.52708 5.11341
87 H 2.02435 2.15745 4.78609
88 H 0.97433 0.15078 2.48508
89 H 1.53206 1.83468 2.39153
90 H -0.65719 2.03028 2.47371
91 O 2.11791 3.84337 -3.80178
92 C 2.89385 2.65908 -4.01747
93 C 4.23782 3.06025 -4.71440
94 O 4.88491 1.93224 -4.94330
95 H 1.79792 3.92590 -2.96703
96 H 3.03463 2.01338 -3.15552
97 H 2.24439 2.12856 -4.70741
98 H 4.76181 3.71731 -3.91465
99 H 4.01393 3.74881 -5.55426
100 H 4.93266 1.45777 -4.17707
101 O -1.55972 -1.63819 0.95576
102 H -1.34238 -1.94853 1.82119
103 H -1.79674 -2.47580 0.59782

Results
E = -2378.9422 Ha
LUMO = -0.0053 Ha
SMILES string = OCCO.OCCO.OCCO.OCCO.OCCO.OCCO.OCCO.OCCO.OCCO.OCCO.O
Highest occupied orbital energy = -9.395 eV
Total charge = 0
Maximum force = 5.67 eV/Å

=====

The ion C9H9N4O with charge +1, computed with wB97M-V/def2-TZVPD.

CARTESIAN COORDINATES (ANGSTROEM)
1 C -2.30937 -2.70456 -0.83480
2 N -1.22324 -2.56216 -0.21420
3 C -0.51356 -1.43232 0.08210
4 C -0.74511 -0.65984 1.30100
5 C -0.25750 0.61307 1.21781
6 C 0.11899 1.69340 2.17632
7 C 0.58141 2.82072 1.67418
8 C 0.73177 2.99249 0.22808
9 C 0.58538 1.93901 -0.66306
10 O 1.00820 2.09700 -1.86138
11 C -0.01465 0.79955 -0.13934
12 N -0.28881 -0.34474 -0.94984
13 N 0.82408 -1.35745 -0.48898
14 N 1.30638 -2.28692 -1.31718
15 H -2.95033 -1.89741 -1.23640
16 H -2.58114 -3.67565 -0.86393
17 H -0.87134 -1.16900 2.19300
18 H 0.04921 1.30132 3.22959
19 H 0.98985 3.64372 2.24399
20 H 1.26541 3.79435 -0.14494
21 H 1.19137 1.27488 -2.20335
22 H 2.29991 -2.06070 -1.43914
23 H 0.80306 -2.81874 -1.98953

Results
E = -642.1647 Ha
LUMO = -0.2266 Ha
SMILES string = C=N[C@]12C=c3cccc(O)c3=[N+]1N2N
Highest occupied orbital energy = -12.770 eV
Total charge = +1
Maximum force = 4.69 eV/Å